(1)
This record from OMol25 describes a 2-piece molecular cluster, CH6ClN2OP overall at a distorted geometry. The level of theory is ωB97M-V/def2-TZVPD.

Summary:
Highest occupied orbital energy ... -0.31069 Eh
Energy above the lowest of the compared OMol25 structures with the same formula, charge and spin ... 9.4 kcal/mol
E_LUMO ... 0.223 eV
HOMO-LUMO gap ... 8.68 eV

```
! wB97M-V def2-TZVPD RIJCOSX def2/J DEFGRID3
* xyz 0 1
C 0.17325 2.73058 -0.92474
N -0.10842 -2.90226 0.98078
N -0.20021 0.47253 0.58460
O 0.32949 0.11190 -2.03110
P 0.07202 1.02679 -0.91238
Cl 0.24519 3.56681 -2.37918
H -0.34358 3.14498 -0.11876
H 0.52645 -3.54986 1.36977
H -0.81431 -3.44322 0.56303
H 0.33562 -2.16458 0.56321
H -0.58281 1.15185 1.23780
H 0.36730 -0.14551 1.06698
*
```


(2)
This record from OMol25 describes a 15-piece molecular cluster, C60H165N15O15 overall at a distorted geometry. The level of theory is ωB97M-V/def2-TZVPD.

Summary:
Highest occupied orbital energy ... -0.31234 Eh
Energy above the lowest of the compared OMol25 structures with the same formula, charge and spin ... 156.2 kcal/mol
E_LUMO ... 0.332 eV
HOMO-LUMO gap ... 8.83 eV

```
! wB97M-V def2-TZVPD RIJCOSX def2/J DEFGRID3
* xyz 0 1
C 3.95225 0.70083 4.59967
C 2.62813 0.17684 5.25733
C 2.77756 -0.69119 6.58450
O 1.49014 -0.73609 7.22703
C 1.46727 -1.37397 8.47299
N 1.89162 1.39624 5.60625
H 3.77247 1.30159 3.70811
H 4.46421 -0.22692 4.34420
H 4.49270 1.27062 5.35555
H 2.13537 -0.43713 4.50344
H 3.38095 -0.04632 7.22337
H 3.24912 -1.67087 6.50751
H 2.22207 -0.97354 9.14977
H 1.80161 -2.39221 8.27428
H 0.51583 -1.32363 9.00245
H 2.49611 1.90785 6.23310
H 1.15712 1.19960 6.27105
C -3.52452 -6.65730 -0.11856
C -4.35118 -5.53932 -0.86398
C -3.41875 -4.40670 -1.30368
O -4.14959 -3.23136 -1.65892
C -3.27291 -2.16032 -2.04146
N -5.07388 -6.23992 -1.88459
H -4.20641 -7.17430 0.55660
H -2.74418 -6.20150 0.49089
H -3.12905 -7.40885 -0.80182
H -4.97009 -5.11151 -0.07529
H -2.97479 -4.77443 -2.22876
H -2.62231 -4.23594 -0.57936
H -2.61130 -1.90077 -1.21501
H -3.98759 -1.34909 -2.18016
H -2.60411 -2.19090 -2.90161
H -5.77228 -6.78626 -1.40103
H -5.47760 -5.51807 -2.46428
C -2.60749 -1.05694 6.57274
C -1.69063 0.12186 6.15760
C -1.38870 1.04054 7.32268
O -2.43229 1.87907 7.92776
C -3.12640 2.70616 7.03403
N -0.52166 -0.37301 5.45644
H -2.79081 -1.74127 5.74437
H -3.53170 -0.80069 7.09067
H -2.25764 -1.68528 7.39182
H -2.24616 0.75451 5.46533
H -0.54826 1.67683 7.04537
H -0.96648 0.42919 8.12023
H -2.46519 3.39175 6.50405
H -3.92359 3.17509 7.61081
H -3.60247 2.18265 6.20493
H -0.11983 0.40281 4.94974
H 0.17656 -0.67955 6.11873
C 1.20358 -3.32321 -0.78410
C 1.57120 -4.71814 -1.37209
C 0.63152 -5.19861 -2.53541
O 0.68481 -6.62799 -2.67641
C -0.27875 -7.16863 -3.60583
N 2.95716 -4.52873 -1.84919
H 0.14070 -3.14716 -0.61864
H 1.49928 -2.56091 -1.50491
H 1.76862 -3.24476 0.14469
H 1.65207 -5.51156 -0.62909
H 0.84079 -4.65379 -3.45600
H -0.38901 -4.97093 -2.22752
H -1.28154 -7.04011 -3.19840
H -0.13597 -8.24215 -3.72929
H -0.10435 -6.71197 -4.58007
H 3.75250 -4.50401 -1.22717
H 3.17156 -5.43376 -2.24295
C -3.56592 -2.65875 1.99595
C -2.51314 -2.68982 3.06423
C -1.28968 -3.56763 2.72661
O -1.75446 -4.92323 2.53803
C -0.74076 -5.69551 1.84745
N -2.05773 -1.29165 3.14785
H -3.21838 -2.19928 1.07064
H -4.30370 -1.93314 2.33839
H -4.07724 -3.58630 1.73844
H -2.92574 -3.02672 4.01521
H -0.54661 -3.56916 3.52407
H -0.89272 -3.16265 1.79574
H -1.05561 -6.72327 1.66668
H 0.15425 -5.90814 2.43212
H -0.46846 -5.33029 0.85721
H -1.49243 -1.14003 3.97099
H -2.84598 -0.80290 3.54773
C -6.34588 -0.67567 0.26756
C -5.39370 0.52300 0.69161
C -4.88579 1.20507 -0.59568
O -4.17370 2.24336 -0.12295
C -3.57539 3.17314 -1.07751
N -6.16596 1.50067 1.48926
H -6.97935 -0.57620 -0.61386
H -6.95352 -1.02178 1.10368
H -5.73471 -1.54346 0.01954
H -4.60743 0.06872 1.29452
H -5.74233 1.50966 -1.19708
H -4.32366 0.47772 -1.18139
H -2.85629 2.67997 -1.73157
H -3.15741 4.00033 -0.50379
H -4.29275 3.67678 -1.72546
H -6.40975 1.04579 2.35745
H -5.52022 2.21962 1.78295
C -0.95245 5.75007 -0.53395
C 0.45553 5.85475 0.11560
C 0.45169 6.91390 1.31748
O 0.05036 8.19731 0.84896
C 0.07558 9.16005 1.88000
N 0.97616 4.55743 0.49634
H -1.06338 5.03781 -1.35155
H -1.24859 6.71020 -0.95651
H -1.66105 5.55354 0.27064
H 1.21187 6.31904 -0.51724
H 1.42835 6.91112 1.80145
H -0.16598 6.57602 2.14960
H -0.39689 8.81992 2.80151
H -0.42064 10.07362 1.55251
H 1.08219 9.44049 2.19014
H 0.60920 4.23622 1.38079
H 1.97294 4.69699 0.58018
C 4.41909 4.33269 -3.61778
C 3.76290 3.92554 -2.32340
C 4.19229 4.81516 -1.10625
O 3.55519 4.70790 0.11361
C 3.82810 3.49978 0.83259
N 2.32073 4.15053 -2.64480
H 4.02256 3.91202 -4.54185
H 5.47632 4.10368 -3.48385
H 4.43874 5.41891 -3.70641
H 3.82773 2.84286 -2.21521
H 3.97075 5.83446 -1.42255
H 5.26591 4.80219 -0.91847
H 4.86792 3.18315 0.75123
H 3.07350 2.73376 0.65398
H 3.57221 3.67731 1.87716
H 1.77334 3.86590 -1.84513
H 2.12233 5.14079 -2.63468
C -0.96865 3.71267 3.93342
C 0.24906 4.67474 4.17291
C 0.54427 4.84076 5.67167
O 1.23478 6.08671 5.85507
C 0.46709 7.32809 5.73928
N 1.42263 4.13460 3.48077
H -1.92061 3.97255 4.39637
H -0.79046 2.69693 4.28646
H -1.16245 3.79636 2.86406
H -0.03995 5.64759 3.77524
H 1.12179 3.98024 6.00943
H -0.37715 4.97822 6.23753
H -0.59004 7.28747 6.00181
H 0.63325 7.60811 4.69905
H 0.98713 8.04932 6.36974
H 2.27963 4.52356 3.84733
H 1.51382 3.16939 3.76385
C -7.22059 1.44440 -3.87166
C -6.02033 2.27072 -4.40994
C -4.70777 1.45666 -4.46668
O -3.59116 2.34845 -4.73646
C -2.36420 1.64805 -4.54239
N -6.43090 2.79745 -5.73560
H -8.14472 1.97547 -3.64354
H -6.94927 0.85941 -2.99288
H -7.31319 0.64441 -4.60620
H -6.01135 3.08745 -3.68815
H -4.82222 0.69608 -5.23903
H -4.55223 0.90157 -3.54160
H -2.32339 0.67822 -5.03824
H -2.19855 1.39716 -3.49468
H -1.59637 2.25609 -5.02077
H -6.27250 2.03842 -6.38282
H -5.78764 3.49567 -6.08032
C -3.70361 -3.85130 -6.87006
C -2.79073 -2.64097 -6.77013
C -1.70966 -2.71981 -5.63056
O -1.08924 -1.45588 -5.50089
C 0.19828 -1.55702 -4.98467
N -2.06588 -2.47902 -7.98980
H -4.35222 -3.71685 -7.73569
H -4.33470 -3.88747 -5.98207
H -3.11359 -4.76425 -6.95080
H -3.36379 -1.73056 -6.59448
H -1.01903 -3.45920 -6.03606
H -2.04045 -3.20552 -4.71253
H 0.67203 -0.60061 -4.76343
H 0.83609 -2.08204 -5.69575
H 0.29810 -2.26802 -4.16453
H -1.28073 -3.11427 -7.97993
H -1.59998 -1.59022 -7.87542
C 7.81288 -3.52395 -2.75732
C 7.17387 -2.44719 -1.81335
C 5.77384 -2.01894 -2.12529
O 5.36547 -0.94428 -1.31951
C 4.06582 -0.45469 -1.49230
N 7.22337 -2.99368 -0.45422
H 8.89335 -3.61205 -2.64377
H 7.67843 -3.27532 -3.81004
H 7.34470 -4.47025 -2.48634
H 7.74368 -1.52232 -1.90283
H 4.99656 -2.76580 -1.96361
H 5.57502 -1.76702 -3.16697
H 3.80457 0.31085 -0.76167
H 3.35239 -1.25968 -1.31595
H 3.89215 -0.02201 -2.47755
H 8.18286 -2.86983 -0.16414
H 6.69661 -2.36540 0.13561
C 3.39108 1.02796 -5.42903
C 2.26843 1.93119 -6.01821
C 1.29102 1.29712 -7.04511
O 1.83979 1.30170 -8.39120
C 2.00680 2.52039 -9.16139
N 1.46457 2.36355 -4.89436
H 2.95093 0.21768 -4.84781
H 4.07859 1.62539 -4.83026
H 3.88762 0.47653 -6.22745
H 2.74278 2.90026 -6.17310
H 0.30784 1.76665 -7.07703
H 1.11880 0.24556 -6.81566
H 2.45739 3.27975 -8.52229
H 1.06930 2.85395 -9.60627
H 2.66418 2.43540 -10.02668
H 0.86599 3.05106 -5.32924
H 2.07678 2.99745 -4.40095
C 3.16640 -6.09895 3.57660
C 3.67933 -4.91277 2.74700
C 3.32364 -3.49269 3.42438
O 4.19653 -2.40889 3.06268
C 4.10143 -1.76006 1.84863
N 5.12308 -4.99004 2.76419
H 3.59178 -6.22263 4.57253
H 3.33245 -7.02108 3.01964
H 2.09198 -6.08263 3.75956
H 3.33371 -4.99780 1.71675
H 3.51694 -3.69881 4.47711
H 2.25910 -3.30981 3.27809
H 3.15582 -1.22903 1.73943
H 4.22705 -2.52974 1.08710
H 4.95548 -1.09254 1.73420
H 5.40865 -5.51445 3.57877
H 5.39643 -4.05362 3.02591
C 0.48970 0.53227 1.89284
C -0.52109 1.06791 0.90258
C -0.66427 0.10382 -0.29212
O 0.42163 -0.11491 -1.16401
C 0.77180 1.08066 -1.85810
N -1.79919 1.22313 1.60868
H 0.65462 1.18371 2.75105
H 1.48963 0.35268 1.49788
H 0.08195 -0.39390 2.29790
H -0.14445 2.04857 0.61179
H -1.40259 0.50469 -0.98660
H -1.08169 -0.86574 -0.02043
H -0.07209 1.43886 -2.44772
H 1.54434 0.85131 -2.59205
H 1.17931 1.89900 -1.26451
H -2.50812 1.41419 0.91515
H -2.02314 0.35345 2.07086
*
```


(3)
This record from OMol25 describes the molecule C5H12NO at a distorted geometry. The level of theory is ωB97M-V/def2-TZVPD.

Summary:
Highest occupied orbital energy (alpha / beta) ... -0.12587 / -0.35914 Eh
Energy above the lowest of the compared OMol25 structures with the same formula, charge and spin ... 34.4 kcal/mol
E_LUMO (alpha / beta) ... 0.713 / 0.687 eV
HOMO-LUMO gap (alpha / beta) ... 4.14 / 10.46 eV

```
! wB97M-V def2-TZVPD RIJCOSX def2/J DEFGRID3
* xyz 0 2
C 1.20648 -1.31507 1.03501
C 0.82172 0.12453 0.75349
C 0.64569 0.44015 -0.73274
C -0.58326 -0.20129 -1.38252
C -1.53409 0.84547 -1.84077
O -1.65098 1.88172 -1.18687
N -0.46472 0.46898 1.46422
H 0.74474 -2.01205 0.34035
H 0.89061 -1.64700 2.02355
H 2.28819 -1.40969 0.96436
H 1.60549 0.76402 1.15120
H 1.54026 0.03950 -1.20392
H 0.59757 1.51588 -0.86301
H -1.16663 -0.81750 -0.65300
H -0.28994 -0.93698 -2.14034
H -2.27068 0.62317 -2.61546
H -1.22506 -0.22526 1.19291
H -0.76635 1.42480 1.19680
H -0.38903 0.43663 2.49677
*
```


(4)
This record from OMol25 describes C16H6Cl4HgIO2 as an isolated structure. The level of theory is ωB97M-V/def2-TZVPD.

Summary:
Highest occupied orbital energy (alpha / beta) ... 0.04400 / -0.05459 Eh
Energy above the lowest of the compared OMol25 structures with the same formula, charge and spin ... 0.0 kcal/mol
E_LUMO (alpha / beta) ... 4.433 / 4.431 eV
HOMO-LUMO gap (alpha / beta) ... 3.24 / 5.92 eV

```
! wB97M-V def2-TZVPD RIJCOSX def2/J DEFGRID3
* xyz -2 2
Hg 0.06057 -0.70664 -0.00001
I 3.32531 -0.71951 -0.00058
C 3.03127 1.35583 0.00044
C 4.23897 2.08245 0.00007
C 4.20685 3.46140 -0.00004
C 2.98124 4.12621 0.00006
C 1.74909 3.41342 0.00004
C 0.52906 4.11031 0.00002
C -0.69708 3.44412 0.00007
C -0.71867 2.06375 -0.00004
C 0.46935 1.30764 -0.00020
C 1.73764 1.95244 0.00006
H 5.18244 1.55344 0.00012
H 5.13619 4.02256 -0.00010
H 2.94105 5.21101 0.00015
H 0.56503 5.19625 -0.00010
H -1.62600 4.00524 0.00009
H -1.67105 1.54568 -0.00013
Cl -2.93800 -7.03474 0.00010
C -2.76256 -5.30046 0.00004
C -3.87256 -4.48435 0.00001
Cl -5.47249 -5.17370 0.00002
C -3.70528 -3.08824 -0.00003
Cl -5.09437 -2.03633 -0.00008
C -2.44410 -2.47724 -0.00004
O -2.25605 -1.21102 -0.00008
C -1.27677 -3.34319 0.00000
O -0.07768 -2.82120 -0.00001
C -1.47935 -4.71788 0.00004
Cl -0.06204 -5.73725 0.00009
*
```


(5)
This record from OMol25 describes the molecule C6H10O at a distorted geometry. The level of theory is ωB97M-V/def2-TZVPD.

Summary:
Highest occupied orbital energy ... -0.35897 Eh
Energy above the lowest of the compared OMol25 structures with the same formula, charge and spin ... 25.4 kcal/mol
SMILES ... C[C@H]1C[C@H]1CC=O
E_LUMO ... 1.065 eV
HOMO-LUMO gap ... 10.83 eV

```
! wB97M-V def2-TZVPD RIJCOSX def2/J DEFGRID3
* xyz 0 1
C -2.03626 -0.24693 0.06407
C -1.04915 0.75012 -0.51034
C -0.21566 1.42509 0.53417
C 0.42398 0.44515 -0.42642
C 0.92440 -0.97120 -0.20114
C 2.41952 -0.94476 0.03724
O 3.00136 0.05685 0.36350
H -2.89679 0.30353 0.45640
H -1.61482 -0.77958 0.92078
H -2.38954 -0.99682 -0.64772
H -1.45596 1.35116 -1.32167
H 0.06697 2.45341 0.30108
H -0.35718 1.20581 1.58945
H 1.17805 1.05772 -0.90647
H 0.70912 -1.63917 -1.05874
H 0.44848 -1.45925 0.66320
H 2.97106 -1.90560 -0.11171
*
```